C2HIO2 | ωB97M-V with the def2-TZVPD basis set

Output
Molecular weight in g mol⁻¹: 183.9
Structure (SMILES): O=CC(=O)I
Highest occupied orbital energy in hartree: -0.3668
2S+1: 1
Total energy in eV: -14284.4596
Kohn-Sham gap in eV: 9.3

Bonds (Å) are listed after each position.
Positions of all 6 atoms, in Å:
1 O 0.96 1.05 1.09  C2 1.192
2 C 0.41 0.78 0.07  O1 1.192, C3 1.597, H6 1.047
3 C -0.73 -0.34 0.06  C2 1.597, O4 1.163, I5 2.263
4 O -1.73 -0.55 0.62  C3 1.163
5 I 0.41 -2.01 -0.94  C3 2.263
6 H 0.68 1.06 -0.90  C2 1.047

Now the Mulliken charges, all in e:
1. O -0.36
2. C -0.04
3. C 0.35
4. O -0.33
5. I -0.04
6. H 0.42

=====

C68H82F6N11O7 | ωB97M-V with the def2-TZVPD basis set

Output
Molecular weight in g mol⁻¹: 1279.5
Highest occupied orbital energy in hartree: -0.6395
2S+1: 1
Total energy in eV: -118797.7597
Charge: +7
Kohn-Sham gap in eV: 5.3

Bonds (Å) are listed after each position.
Positions of all 174 atoms, in Å:
1 C 9.34 -8.14 -6.82  N2 1.472, H15 1.074, H16 1.100, H17 1.064
2 N 8.38 -7.48 -5.92  C1 1.472, C3 1.376, C7 1.316
3 C 7.73 -8.25 -4.98  N2 1.376, C4 1.391, H18 1.111
4 C 6.65 -7.71 -4.28  C3 1.391, C5 1.387, H19 1.091
5 C 6.16 -6.45 -4.60  C4 1.387, C6 1.398, C8 1.461
6 C 6.91 -5.67 -5.49  C5 1.398, C7 1.404, H20 1.058
7 C 7.97 -6.26 -6.20  N2 1.316, C6 1.404, H21 1.101
8 C 4.91 -5.96 -4.02  C5 1.461, C9 1.383, C13 1.364
9 C 3.86 -6.85 -3.86  C8 1.383, C10 1.393, H22 1.102
10 C 2.70 -6.43 -3.21  C9 1.393, N11 1.352, H23 1.087
11 N 2.66 -5.23 -2.60  C10 1.352, C12 1.322, C14 1.476
12 C 3.65 -4.36 -2.74  N11 1.322, C13 1.417, H24 1.105
13 C 4.73 -4.68 -3.60  C8 1.364, C12 1.417, H25 1.080
14 C 1.55 -4.96 -1.67  N11 1.476, H26 1.119, H27 1.085, H28 1.096
15 H 9.10 -7.88 -7.83  C1 1.074
16 H 9.34 -9.23 -6.71  C1 1.100
17 H 10.34 -7.84 -6.64  C1 1.064
18 H 8.13 -9.27 -4.84  C3 1.111
19 H 6.12 -8.44 -3.67  C4 1.091
20 H 6.52 -4.75 -5.84  C6 1.058
21 H 8.41 -5.89 -7.13  C7 1.101
22 H 3.88 -7.85 -4.31  C9 1.102
23 H 1.80 -7.03 -3.12  C10 1.087
24 H 3.43 -3.39 -2.27  C12 1.105
25 H 5.42 -3.86 -3.70  C13 1.080
26 H 0.66 -5.59 -1.91  C14 1.119
27 H 1.21 -3.93 -1.80  C14 1.085
28 H 1.90 -5.08 -0.64  C14 1.096
29 C 1.15 1.70 -9.26  N30 1.513, H43 1.049, H44 1.088, H45 1.093
30 N 1.25 2.05 -7.79  C29 1.513, C31 1.341, C35 1.337
31 C 2.46 2.03 -7.23  N30 1.341, C32 1.415, H46 1.090
32 C 2.48 2.28 -5.83  C31 1.415, C33 1.363, H47 1.075
33 C 1.35 2.55 -5.12  C32 1.363, C34 1.425, C36 1.479
34 C 0.13 2.72 -5.84  C33 1.425, C35 1.407, H48 1.063
35 C 0.09 2.34 -7.20  N30 1.337, C34 1.407, H49 1.079
36 C 1.55 2.78 -3.67  C33 1.479, C37 1.351, C41 1.394
37 C 0.79 2.26 -2.68  C36 1.351, C38 1.371, H50 1.084
38 C 1.18 2.38 -1.37  C37 1.371, N39 1.292, H51 1.072
39 N 2.08 3.25 -1.04  C38 1.292, C40 1.395, C42 1.493
40 C 2.82 3.93 -2.01  N39 1.395, C41 1.354, H52 1.056
41 C 2.57 3.66 -3.31  C36 1.394, C40 1.354, H53 1.120
42 C 2.36 3.48 0.41  N39 1.493, H54 1.118, H55 1.109, H56 1.092
43 H 2.12 1.73 -9.67  C29 1.049
44 H 0.42 2.37 -9.70  C29 1.088
45 H 0.81 0.67 -9.31  C29 1.093
46 H 3.26 1.74 -7.91  C31 1.090
47 H 3.40 2.04 -5.34  C32 1.075
48 H -0.75 2.85 -5.27  C34 1.063
49 H -0.82 2.26 -7.77  C35 1.079
50 H 0.00 1.59 -2.99  C37 1.084
51 H 0.72 1.85 -0.56  C38 1.072
52 H 3.58 4.57 -1.65  C40 1.056
53 H 3.22 4.15 -4.08  C41 1.120
54 H 1.51 3.04 0.98  C42 1.118
55 H 2.67 4.54 0.56  C42 1.109
56 H 3.19 2.81 0.65  C42 1.092
57 C 8.17 0.85 12.36  N58 1.523, H71 1.098, H72 1.038, H73 1.091
58 N 7.27 0.66 11.15  C57 1.523, C59 1.340, C63 1.309
59 C 7.12 -0.62 10.79  N58 1.340, C60 1.391, H74 1.083
60 C 6.22 -0.91 9.77  C59 1.391, C61 1.394, H75 1.073
61 C 5.62 0.12 9.04  C60 1.394, C62 1.386, C64 1.553
62 C 5.84 1.42 9.44  C61 1.386, C63 1.409, H76 1.073
63 C 6.69 1.66 10.54  N58 1.309, C62 1.409, H77 1.077
64 C 4.61 -0.20 7.89  C61 1.553, C65 1.361, C69 1.416
65 C 4.70 0.29 6.63  C64 1.361, C66 1.399, H78 1.068
66 C 3.82 -0.09 5.61  C65 1.399, N67 1.344, H79 1.079
67 N 2.82 -0.94 5.86  C66 1.344, C68 1.361, C70 1.534
68 C 2.74 -1.51 7.10  N67 1.361, C69 1.376, H80 1.069
69 C 3.66 -1.22 8.08  C64 1.416, C68 1.376, H81 1.062
70 C 1.89 -1.32 4.70  N67 1.534, H82 1.120, H83 1.086, H84 1.069
71 H 7.74 1.64 12.99  C57 1.098
72 H 9.12 1.02 11.96  C57 1.038
73 H 8.20 -0.08 12.92  C57 1.091
74 H 7.67 -1.48 11.15  C59 1.083
75 H 6.02 -1.92 9.47  C60 1.073
76 H 5.30 2.22 8.98  C62 1.073
77 H 6.88 2.62 10.99  C63 1.077
78 H 5.48 1.00 6.43  C65 1.068
79 H 3.88 0.34 4.62  C66 1.079
80 H 1.96 -2.25 7.16  C68 1.069
81 H 3.64 -1.75 9.00  C69 1.062
82 H 1.42 -0.43 4.21  C70 1.120
83 H 1.14 -1.99 5.11  C70 1.086
84 H 2.42 -1.83 3.94  C70 1.069
85 C -6.52 -6.19 7.54  N86 1.506, H99 1.096, H100 1.095, H101 1.095
86 N -6.48 -4.75 7.09  C85 1.506, C87 1.357, C91 1.297
87 C -5.51 -4.29 6.27  N86 1.357, C88 1.389, H102 1.074
88 C -5.39 -2.99 5.80  C87 1.389, C89 1.372, H103 1.085
89 C -6.29 -2.07 6.28  C88 1.372, C90 1.423, C92 1.485
90 C -7.26 -2.54 7.21  C89 1.423, C91 1.392, H104 1.084
91 C -7.32 -3.89 7.56  N86 1.297, C90 1.392, H105 1.094
92 C -6.32 -0.64 5.86  C89 1.485, C93 1.376, C97 1.419
93 C -5.37 -0.11 5.02  C92 1.376, C94 1.385, H106 1.098
94 C -5.41 1.23 4.68  C93 1.385, N95 1.346, H107 1.107
95 N -6.40 2.03 5.10  C94 1.346, C96 1.334, C98 1.512
96 C -7.28 1.59 6.00  N95 1.334, C97 1.407, H108 1.051
97 C -7.36 0.22 6.31  C92 1.419, C96 1.407, H109 1.081
98 C -6.45 3.50 4.73  N95 1.512, H110 1.056, H111 1.058, H112 1.098
99 H -6.98 -6.77 6.73  C85 1.096
100 H -7.31 -6.27 8.30  C85 1.095
101 H -5.49 -6.46 7.81  C85 1.095
102 H -4.82 -5.04 5.93  C87 1.074
103 H -4.61 -2.74 5.09  C88 1.085
104 H -8.06 -1.97 7.66  C90 1.084
105 H -8.16 -4.22 8.19  C91 1.094
106 H -4.58 -0.74 4.59  C93 1.098
107 H -4.74 1.71 3.94  C94 1.107
108 H -8.06 2.24 6.26  C96 1.051
109 H -8.20 -0.16 6.87  C97 1.081
110 H -5.44 3.83 4.74  C98 1.056
111 H -7.09 4.08 5.34  C98 1.058
112 H -6.93 3.49 3.75  C98 1.098
113 C -4.95 10.64 -7.81  N114 1.472, H127 1.075, H128 1.081, H129 1.072
114 N -5.45 9.36 -7.28  C113 1.472, C115 1.324, C119 1.348
115 C -6.68 8.95 -7.55  N114 1.324, C116 1.359, H130 1.078
116 C -7.18 7.78 -7.07  C115 1.359, C117 1.378, H131 1.090
117 C -6.40 7.07 -6.18  C116 1.378, C118 1.356, C120 1.520
118 C -5.18 7.53 -5.81  C117 1.356, C119 1.402, H132 1.084
119 C -4.64 8.66 -6.46  N114 1.348, C118 1.402, H133 1.078
120 C -6.72 5.66 -5.71  C117 1.520, C121 1.358, C125 1.448
121 C -7.08 4.66 -6.55  C120 1.358, C122 1.402, H134 1.094
122 C -7.11 3.33 -6.12  C121 1.402, N123 1.341, H135 1.083
123 N -6.83 3.01 -4.85  C122 1.341, C124 1.306, C126 1.488
124 C -6.50 3.93 -3.98  N123 1.306, C125 1.362, H136 1.065
125 C -6.44 5.24 -4.35  C120 1.448, C124 1.362, H137 1.078
126 C -7.05 1.60 -4.44  N123 1.488, H138 1.077, H139 1.113, H140 1.115
127 H -4.33 10.45 -8.66  C113 1.075
128 H -4.44 11.13 -6.99  C113 1.081
129 H -5.82 11.16 -8.18  C113 1.072
130 H -7.25 9.57 -8.22  C115 1.078
131 H -8.14 7.38 -7.40  C116 1.090
132 H -4.62 6.97 -5.08  C118 1.084
133 H -3.68 9.14 -6.37  C119 1.078
134 H -7.26 4.90 -7.61  C121 1.094
135 H -7.23 2.47 -6.76  C122 1.083
136 H -6.19 3.59 -3.02  C124 1.065
137 H -6.12 5.94 -3.60  C125 1.078
138 H -6.24 0.98 -4.81  C126 1.077
139 H -8.07 1.26 -4.75  C126 1.113
140 H -7.00 1.63 -3.33  C126 1.115
141 C -1.69 -2.15 3.69  O142 1.581, O143 1.299, C144 1.557, H155 1.037
142 O -0.93 -1.76 2.36  C141 1.581, C148 1.399
143 O -2.48 -1.29 4.27  C141 1.299
144 C -2.52 -3.37 3.20  C141 1.557, F145 1.365, F146 1.393, F147 1.330
145 F -2.67 -4.23 4.26  C144 1.365
146 F -3.78 -2.91 2.83  C144 1.393
147 F -2.07 -4.09 2.18  C144 1.330
148 C -1.39 -0.53 1.87  O142 1.399, C149 1.505, H153 1.118, H154 1.113
149 C -1.17 -0.51 0.38  C148 1.505, H150 1.131, H151 1.031, H152 1.074
150 H -0.07 -0.54 0.11  C149 1.131
151 H -1.71 -1.31 0.03  C149 1.031
152 H -1.54 0.40 -0.05  C149 1.074
153 H -0.78 0.22 2.43  C148 1.118
154 H -2.47 -0.28 2.04  C148 1.113
155 H -0.90 -2.58 4.20  C141 1.037
156 C 3.00 -0.58 -1.94  O157 1.549, O158 1.317, C159 1.511, H170 1.121
157 O 3.15 -1.86 -1.09  C156 1.549, C163 1.424
158 O 2.80 0.57 -1.32  C156 1.317
159 C 4.28 -0.51 -2.75  C156 1.511, F160 1.339, F161 1.396, F162 1.375
160 F 4.44 -1.64 -3.45  C159 1.339
161 F 4.19 0.47 -3.74  C159 1.396
162 F 5.37 -0.29 -1.94  C159 1.375
163 C 2.71 -1.81 0.27  O157 1.424, C164 1.528, H168 1.100, H169 1.067
164 C 3.89 -1.95 1.23  C163 1.528, H165 1.110, H166 1.092, H167 1.123
165 H 4.45 -2.78 0.76  C164 1.110
166 H 4.45 -1.02 1.27  C164 1.092
167 H 3.75 -2.33 2.28  C164 1.123
168 H 1.99 -2.58 0.55  C163 1.100
169 H 2.25 -0.84 0.25  C163 1.067
170 H 2.27 -0.99 -2.69  C156 1.121
171 N -3.35 4.14 -4.20  O172 1.258, O173 1.254, O174 1.262
172 O -3.17 4.22 -2.96  N171 1.258
173 O -3.64 5.19 -4.82  N171 1.254
174 O -3.25 2.99 -4.72  N171 1.262

Mulliken atomic charge list, values in e, 6 entries:
1. C -0.90
2. N 0.09
3. C -0.19
4. C -0.69
5. C 0.79
6. C -0.71

=====

Q: Among the records above, which one has the highest molecular weight?
A: C68H82F6N11O7